# 1
{
  "formula": "C3H6N2S2",
  "method": "ωB97M-V/def2-TZVPD",
  "energy_ha": -1023.7288,
  "homo_lumo_gap_ev": 9.129,
  "homo_ev": -8.3,
  "symbols": ["C", "N", "S", "C", "C", "N", "S", "H", "H", "H", "H", "H", "H"],
  "coordinates": [[2.10, -1.73, 0.10], [2.43, -0.53, -0.17], [1.54, 0.92, -0.06], [-0.21, 0.67, -0.06], [-0.99, 1.92, 0.04], [-0.67, -0.52, -0.10], [-2.35, -0.79, -0.04], [1.12, -2.11, 0.45], [2.96, -2.37, 0.04], [-0.33, 2.78, 0.18], [-1.66, 1.98, -0.85], [-1.69, 1.84, 0.89], [-2.24, -2.07, -0.41]],
  "lowdin_charge": [-0.13, -0.38, 0.93, -0.80, -0.15, -0.42, 0.73, 0.07, 0.06, 0.06, 0.10, 0.08, -0.15]
}

# 2
{
  "formula": "C2H4FN",
  "method": "ωB97M-V/def2-TZVPD",
  "energy_ha": -232.9460,
  "multiplicity": 3,
  "homo_lumo_gap_ev": [7.387, 7.802],
  "homo_ev": [-6.4, -11.1],
  "symbols": ["C", "C", "N", "F", "H", "H", "H", "H"],
  "coordinates": [[-0.70, 0.20, 0.27], [0.35, -0.58, -0.57], [-0.58, 1.17, 1.08], [0.73, 1.68, 1.26], [0.01, -0.79, -1.53], [-1.84, -0.10, 0.30], [0.74, -1.51, -0.15], [1.30, -0.07, -0.65]],
  "lowdin_charge": [-0.22, -0.08, 0.05, -0.06, 0.03, 0.14, 0.07, 0.06]
}

# 3
{
  "formula": "C2H2FN3",
  "method": "ωB97M-V/def2-TZVPD",
  "energy_ha": -341.3913,
  "homo_lumo_gap_ev": 10.231,
  "homo_ev": -10.7,
  "symbols": ["H", "N", "C", "C", "N", "N", "F", "H"],
  "coordinates": [[-0.53, 0.90, -1.71], [0.34, 1.07, -1.27], [0.30, 0.46, -0.13], [1.44, 0.16, 0.64], [2.28, -0.37, 1.19], [-1.04, -0.33, 0.60], [-2.08, -0.52, -0.25], [-0.70, -1.37, 0.93]],
  "lowdin_charge": [0.04, 0.18, -0.27, -0.20, 0.20, 0.00, -0.11, 0.17]
}

# 4
{
  "formula": "CH6Cl2N3P2",
  "method": "ωB97M-V/def2-TZVPD",
  "energy_ha": -1808.7565,
  "homo_lumo_gap_ev": 7.326,
  "charge": 1,
  "homo_ev": -12.9,
  "symbols": ["C", "N", "N", "N", "P", "P", "Cl", "Cl", "H", "H", "H", "H", "H", "H"],
  "coordinates": [[0.10, 0.47, -0.52], [-0.22, 1.56, -1.24], [-0.73, -0.19, 0.23], [1.40, 0.23, -0.32], [-2.49, -0.26, 0.07], [1.81, -1.35, 0.23], [-2.57, -2.27, 0.51], [3.87, -0.97, 0.25], [-1.21, 1.75, -1.49], [0.46, 2.03, -1.82], [-0.20, -0.86, 0.90], [2.21, 0.82, -0.50], [-2.97, 0.39, 1.34], [0.54, -1.37, 2.36]],
  "lowdin_charge": [-0.61, 0.20, -0.28, -0.23, 0.56, 0.65, 0.19, 0.21, 0.12, 0.14, -0.10, 0.09, -0.04, 0.10]
}

# 5
{
  "formula": "C6H13NO",
  "method": "ωB97M-V/def2-TZVPD",
  "energy_ha": -366.3005,
  "homo_lumo_gap_ev": 9.358,
  "homo_ev": -8.7,
  "symbols": ["C", "C", "C", "C", "C", "N", "C", "H", "H", "H", "H", "H", "H", "H", "H", "H", "H", "H", "O", "H", "H"],
  "coordinates": [[-0.94, -1.97, 2.21], [0.15, -1.22, 2.07], [0.92, -1.13, 0.83], [1.42, -0.04, 0.27], [1.75, -0.07, -1.24], [1.10, 1.02, -1.99], [-0.27, 0.80, -2.45], [-1.22, -2.73, 1.57], [-1.73, -1.76, 2.99], [0.56, -0.53, 2.76], [0.69, -2.02, 0.28], [1.50, 0.95, 0.78], [2.83, 0.15, -1.24], [1.65, -1.00, -1.78], [1.23, 1.93, -1.40], [-0.97, 0.04, -2.12], [-0.15, 0.70, -3.55], [-0.79, 1.78, -2.40], [-3.05, 1.78, 0.76], [-2.16, 2.08, 0.71], [-2.90, 0.84, 1.09]],
  "lowdin_charge": [0.01, -0.19, -0.15, -0.08, -0.24, -0.15, -0.15, 0.02, 0.08, 0.09, 0.10, 0.12, 0.10, 0.11, 0.14, 0.07, 0.07, 0.08, -0.07, 0.00, 0.07]
}

# 6
{
  "formula": "C14H19INSiW",
  "method": "ωB97M-V/def2-TZVPD",
  "energy_ha": -1252.7278,
  "homo_lumo_gap_ev": [4.758, 4.759],
  "charge": 3,
  "homo_ev": [-17.8, -17.8],
  "symbols": ["W", "C", "C", "C", "C", "C", "C", "H", "H", "H", "H", "H", "H", "I", "C", "C", "C", "C", "N", "C", "H", "H", "H", "H", "C", "Si", "C", "C", "H", "H", "H", "H", "H", "H", "H", "H", "H"],
  "coordinates": [[0.46, 0.28, 0.58], [2.61, 0.66, 1.69], [2.87, 0.81, 0.34], [2.18, 1.80, -0.44], [1.26, 2.65, 0.19], [0.89, 2.42, 1.52], [1.55, 1.39, 2.28], [3.21, -0.01, 2.30], [3.69, 0.27, -0.11], [2.49, 1.98, -1.46], [0.85, 3.50, -0.35], [0.20, 3.09, 2.01], [1.34, 1.29, 3.34], [-4.86, -2.19, -0.87], [-3.71, -0.51, -0.59], [-4.25, 0.78, -0.67], [-3.42, 1.88, -0.48], [-2.09, 1.68, -0.20], [-1.55, 0.43, -0.11], [-2.37, -0.64, -0.31], [-5.30, 0.92, -0.88], [-3.81, 2.88, -0.53], [-1.44, 2.53, -0.05], [-1.92, -1.62, -0.23], [-0.20, -1.20, 1.90], [1.11, -1.52, -1.11], [2.67, -2.42, -0.95], [0.03, -2.13, -2.42], [-0.76, -2.07, 1.54], [-0.89, -0.59, 2.51], [0.61, -1.57, 2.53], [2.47, -3.48, -1.11], [3.15, -2.29, 0.02], [3.36, -2.11, -1.74], [-0.12, -3.21, -2.25], [0.61, -2.03, -3.35], [-0.93, -1.63, -2.53]],
  "lowdin_charge": [1.46, -0.09, -0.14, -0.09, -0.08, -0.09, -0.12, 0.16, 0.14, 0.15, 0.16, 0.16, 0.16, 1.11, -0.70, -0.02, 0.02, -0.08, -0.14, -0.22, 0.14, 0.15, 0.10, 0.08, -0.22, 0.82, -0.20, -0.19, 0.05, 0.07, 0.06, 0.08, 0.05, 0.08, 0.08, 0.08, 0.04]
}

Summary of energy above the lowest of the compared OMol25 structures with the same formula, charge and spin in kcal per mole
46.5 60.9 85.0 67.2 83.7 21.0
(order as listed above)